[1]
ORCA calculation (the ωB97M-V functional and the def2-TZVPD basis) on a structure of composition C29H32CrN5S2Si.

Element x y z (Å)
Cr1 0.43 0.43 -0.41
C1 3.58 0.91 -4.75
S1 4.37 0.62 -3.16
C2 3.01 0.49 -2.07
S2 1.40 0.67 -2.60
N1 3.42 0.24 -0.84
N2 2.40 0.20 0.05
C3 2.68 -0.03 1.28
C4 1.58 0.09 2.23
C5 1.74 -0.08 3.59
C6 0.65 0.13 4.42
C7 -0.56 0.50 3.87
C8 -0.65 0.64 2.49
N3 0.39 0.42 1.69
H1 4.34 0.71 -5.50
H2 3.23 1.93 -4.84
H3 2.75 0.22 -4.90
H4 3.70 -0.23 1.59
H5 2.71 -0.36 3.99
H6 0.75 0.00 5.49
H7 -1.43 0.68 4.48
H8 -1.58 0.92 2.02
N4 -1.53 0.72 -1.21
C9 -2.46 1.45 -0.40
C10 -3.68 0.89 -0.08
C11 -4.56 1.55 0.77
C12 -4.20 2.79 1.28
C13 -2.98 3.35 0.94
C14 -2.08 2.70 0.09
C15 -0.75 3.31 -0.20
C16 -0.69 4.70 -0.33
C17 0.52 5.36 -0.44
C18 1.69 4.62 -0.40
C19 1.63 3.24 -0.32
C20 0.42 2.53 -0.25
H9 -1.86 -0.23 -1.41
H10 -1.33 1.19 -2.09
H11 -3.95 -0.08 -0.49
H12 -5.51 1.10 1.02
H13 -4.87 3.32 1.94
H14 -2.70 4.30 1.36
H15 -1.62 5.28 -0.35
H16 0.54 6.44 -0.55
H17 2.65 5.12 -0.47
H18 2.57 2.70 -0.33
C21 2.17 -2.96 -2.10
Si1 0.35 -2.70 -1.74
C22 -0.36 -4.41 -1.36
C23 -0.55 -2.15 -3.30
N5 0.00 -1.61 -0.44
C24 -0.40 -2.21 0.77
C25 -1.70 -2.03 1.28
C26 -2.10 -2.62 2.47
C27 -1.22 -3.41 3.20
C28 0.07 -3.60 2.71
C29 0.47 -3.01 1.52
H19 2.29 -3.63 -2.95
H20 2.66 -3.43 -1.24
H21 2.70 -2.04 -2.32
H22 -0.67 -4.89 -2.29
H23 -1.23 -4.36 -0.70
H24 0.38 -5.07 -0.88
H25 -0.10 -2.62 -4.18
H26 -0.52 -1.07 -3.48
H27 -1.59 -2.46 -3.26
H28 -2.40 -1.42 0.72
H29 -3.11 -2.47 2.83
H30 -1.53 -3.88 4.12
H31 0.77 -4.22 3.26
H32 1.48 -3.16 1.15

Its multiplicity is 4. The largest force on an atom is 0.3 eV/A. Its net charge is 0. Its energy relative to the best compared isomer or geometry (same formula, charge and spin) is 0.0 kcal/mol. As for the LUMO energy (spin up / spin down): -0.693 / -0.858 eV. The expectation value of S² is 3.80. The HOMO energy (spin up / spin down) comes out at -0.276 / -0.278 Eh. As for the HOMO-LUMO gap (spin up / spin down): 6.82 / 6.70 eV.

***

[2]
ORCA calculation (the ωB97M-V functional and the def2-TZVPD basis) on a cluster of 6 separate species, C27H39F8N4O20S2 in total.

Element x y z (Å)
C1 -0.75 1.78 3.46
C2 -1.78 1.47 2.24
C3 -0.94 1.81 0.89
C4 -1.84 1.78 -0.44
N1 -1.83 0.46 -1.12
C5 -0.81 0.37 -2.18
N2 -0.83 -1.07 -2.69
C6 0.17 -1.69 -1.79
N3 -0.04 -2.73 -0.96
N4 1.35 -0.84 -2.02
S1 2.75 -1.20 -1.07
O1 4.01 -0.62 -1.60
O2 2.93 -2.70 -1.04
C7 2.58 -0.68 0.73
F1 3.63 -1.33 1.42
F2 2.83 0.69 0.88
F3 1.39 -1.11 1.31
C8 0.74 0.56 -1.84
C9 1.29 1.48 -3.06
C10 2.77 2.04 -2.82
C11 2.92 3.62 -2.99
C12 4.29 4.04 -2.25
S2 4.06 4.07 -0.39
O3 4.39 5.42 0.17
O4 2.64 3.72 0.01
O5 5.12 2.94 0.28
H1 -0.83 2.87 3.80
H2 0.31 1.66 3.00
H3 -0.81 1.01 4.29
H4 -1.96 0.34 2.25
H5 -2.73 2.08 2.32
H6 -0.07 1.07 0.88
H7 -0.60 2.90 1.03
H8 -2.93 1.96 -0.10
H9 -1.62 2.64 -1.16
H10 -1.80 -0.33 -0.47
H11 -1.11 0.96 -3.12
H12 -0.42 -0.96 -3.64
H13 0.32 -3.68 -1.06
H14 -0.60 -2.54 -0.11
H15 1.06 1.16 -0.93
H16 0.55 2.35 -3.14
H17 1.28 0.87 -4.03
H18 3.47 1.45 -3.49
H19 3.06 1.77 -1.75
H20 2.06 4.22 -2.54
H21 3.07 3.84 -4.11
H22 4.76 4.98 -2.65
H23 5.03 3.18 -2.43
H24 4.81 2.79 1.21
C13 3.21 4.11 5.29
C14 2.97 2.93 6.17
O6 1.63 3.11 6.60
C15 1.02 3.79 5.60
O7 -0.17 3.89 5.48
O8 1.92 4.34 4.73
F4 3.78 2.96 7.25
H25 3.52 5.00 5.84
H26 3.94 3.91 4.50
H27 3.06 1.96 5.67
C16 0.79 -4.97 -4.62
C17 0.10 -6.24 -4.23
O9 -1.26 -5.87 -4.21
C18 -1.38 -4.87 -5.12
O10 -2.42 -4.49 -5.56
O11 -0.17 -4.35 -5.46
F5 0.46 -6.63 -2.98
H28 0.99 -4.32 -3.76
H29 1.72 -5.15 -5.15
H30 0.25 -7.07 -4.93
C19 -3.19 6.89 5.18
C20 -2.65 5.66 4.53
O12 -3.34 5.62 3.29
C21 -3.61 6.92 2.99
O13 -3.93 7.30 1.90
O14 -3.45 7.74 4.07
F6 -2.98 4.55 5.24
H31 -4.12 6.71 5.72
H32 -2.47 7.35 5.87
H33 -1.57 5.68 4.35
C22 2.01 -5.18 1.96
C23 1.22 -4.08 2.60
O15 0.79 -4.66 3.81
C24 1.75 -5.58 4.14
O16 1.87 -6.07 5.22
O17 2.56 -5.86 3.07
F7 0.13 -3.76 1.86
H34 1.38 -5.87 1.39
H35 2.79 -4.80 1.30
H36 1.81 -3.18 2.81
C25 -5.55 -5.21 -4.98
C26 -6.24 -6.48 -4.59
O18 -7.60 -6.10 -4.57
C27 -7.72 -5.09 -5.48
O19 -8.76 -4.71 -5.93
O20 -6.50 -4.58 -5.82
F8 -5.88 -6.87 -3.34
H37 -5.34 -4.56 -4.12
H38 -4.61 -5.39 -5.51
H39 -6.10 -7.30 -5.29

The largest force on an atom is 8.1 eV/A. Its net charge is +1. Its energy relative to the best compared isomer or geometry (same formula, charge and spin) is 102.4 kcal/mol. As for the LUMO energy: -6.914 eV. The HOMO energy comes out at -0.461 Eh. As for the HOMO-LUMO gap: 5.63 eV.